This record from the Open Molecules 2025 dataset describes a structure of composition C14H22BrMnNS4 in a non-equilibrium geometry. The level of theory is ωB97M-V/def2-TZVPD.

Computed properties:
**LUMO energy (alpha / beta)**: -5.484 / -6.129 eV

Structure (ORCA input):
```
! wB97M-V def2-TZVPD RIJCOSX def2/J DEFGRID3
* xyz 2 6
H -4.39486 -3.16015 -0.01453
H 0.72712 3.53955 -1.29006
C 2.42643 0.65905 1.48109
H 0.32163 -5.52528 -0.87531
Br -3.46268 -0.25001 -0.01503
H 1.01902 3.20972 0.92133
H -3.07421 -5.27476 -0.00566
H 0.49626 -2.91034 0.01274
C 1.51397 0.34830 2.65380
C 2.34594 1.02505 -1.31992
H 1.46361 -0.72807 2.82501
S -0.23663 0.82731 2.47160
S -0.24599 0.83253 -2.46561
H 3.42597 0.28509 1.70102
C -1.17501 -4.27514 0.00350
S 1.84554 -0.17877 -0.03745
H 1.77931 -0.21950 -2.98623
C -0.32501 -5.50714 0.00315
S -1.21237 3.01503 0.04182
H 2.18549 2.02696 -0.92555
C 0.03030 3.41911 1.32513
H -0.05171 4.48596 1.53100
N -1.28420 -1.87923 0.00640
H 3.41013 0.88638 -1.50890
H -0.92853 -6.41108 0.00137
H 0.46718 2.92083 3.38074
C -2.61054 -1.97041 -0.00378
C -0.58252 -3.01476 0.00875
H -1.24801 2.87752 2.97461
H -1.77245 2.56155 -2.79841
C -0.34158 3.51141 -1.49143
H -0.23866 2.94918 -3.57217
H -0.67385 4.52008 -1.73475
H 1.86126 1.49914 -3.37329
C -0.24781 2.64852 2.60513
C -2.56622 -4.31881 -0.00316
Mn -0.91754 0.33784 0.00550
C 1.57475 0.78137 -2.60542
C -3.31442 -3.14772 -0.00774
C -0.69176 2.59139 -2.64827
H 1.88490 0.81408 3.56607
H 2.49607 1.72636 1.28143
H 0.32165 -5.52816 0.88148
*
```


This record from the Open Molecules 2025 dataset describes an isolated molecule of C24H26N2O3S2 in a non-equilibrium geometry. The level of theory is ωB97M-V/def2-TZVPD.

Computed properties:
**Energy above the lowest of the compared OMol25 structures with the same formula, charge and spin**: 35.2 kJ/mol
**SMILES string**: Cc1ccccc1CSCCNC(=O)c1ccc(N(C)S(=O)(=O)c2ccccc2)cc1
**LUMO energy**: 0.471 eV

Structure (ORCA input):
```
! wB97M-V def2-TZVPD RIJCOSX def2/J DEFGRID3
* xyz 0 1
C 3.62487 -0.45984 1.32155
H -9.35645 0.55308 0.36410
O -0.38191 2.51945 1.72974
C -0.18522 1.49342 1.10466
H 6.33905 0.36716 1.74020
H 8.41611 1.67430 -1.71137
C -8.37951 0.26904 0.00240
H -0.94538 0.06753 -0.16255
C -2.48265 1.41610 0.26288
H 4.34631 1.49726 1.85594
C -5.86643 -0.48389 -0.92194
H 7.89248 -0.47113 -0.54522
H 0.39326 -1.21137 0.69014
C -7.99328 -1.05951 0.02403
H 5.54896 -0.33121 3.18047
S -3.37430 -1.20549 0.02782
C 5.92189 -0.54631 2.18013
H 6.59910 2.94275 -2.79022
S 5.41774 -1.81092 -0.04906
C -7.51077 1.22920 -0.48348
C -4.49549 -0.84260 -1.38612
H -3.08355 0.17060 1.92100
C 1.25385 -0.59581 0.90979
H -2.78996 1.61395 -0.76988
H -4.48285 -1.75859 -1.97437
H -4.04295 -0.03671 -1.96355
N -1.11684 0.95869 0.27765
C -6.26140 0.84937 -0.93916
H 6.70598 -1.29812 2.23723
H -4.44388 0.73936 0.92416
H -5.58360 1.59907 -1.32506
C 4.79273 0.34918 -1.60292
C 2.48923 -1.20393 1.00105
C -6.35129 -2.90133 -0.39313
H -7.80039 2.26905 -0.50631
N 4.85793 -1.11896 1.38902
H 3.79289 -0.05302 -1.56419
C 7.12282 0.11327 -1.02451
H -5.41625 -3.03287 0.14919
H -6.20616 -3.28357 -1.40390
C 3.48757 0.90228 1.58771
H 4.28498 2.09594 -2.72826
C -6.74322 -1.45704 -0.42973
C 6.37992 2.01378 -2.28539
H -2.51329 2.35089 0.82930
C 5.82166 -0.34865 -1.00027
H 2.59517 -2.25950 0.81668
C 7.40324 1.30259 -1.67836
H -7.12288 -3.49488 0.09001
C 2.24679 1.50049 1.50791
H -8.67568 -1.80633 0.40398
C 1.11724 0.77017 1.15046
C 5.07735 1.53921 -2.25200
H 2.12975 2.55295 1.71846
C -3.41128 0.39141 0.90578
O 6.61346 -2.52971 0.26990
O 4.34448 -2.51024 -0.68239
*
```


This record from the Open Molecules 2025 dataset describes a structure of composition C5H9NO2 in a non-equilibrium geometry. The level of theory is ωB97M-V/def2-TZVPD.

Computed properties:
**Energy above the lowest of the compared OMol25 structures with the same formula, charge and spin**: 436.3 kJ/mol
**LUMO energy**: 0.129 eV

Structure (ORCA input):
```
! wB97M-V def2-TZVPD RIJCOSX def2/J DEFGRID3
* xyz 0 1
H -1.73754 -0.42597 -0.07198
H 0.79535 -2.63990 -2.55379
H -0.80338 0.46512 -1.17729
C -0.67519 -0.27337 -0.39765
H -0.21704 -2.44494 -0.34814
C -0.14888 -1.55678 -0.97123
C -0.90287 1.49311 1.39221
H 2.04616 -0.01874 0.69748
H 0.13337 2.11518 1.77753
C 0.45584 -1.69527 -2.14880
C -0.01247 0.25053 0.84475
O -1.76127 1.25245 2.20903
O -0.44728 2.57692 0.82551
H 0.09774 -0.59413 1.55777
N 1.35623 0.70590 0.72811
H 1.57993 1.63398 0.43527
H 0.24131 -0.84411 -2.79876
*
```


This record from the Open Molecules 2025 dataset describes a cluster of 9 separate species, C54H120N6O9 in total in a non-equilibrium geometry. The level of theory is ωB97M-V/def2-TZVPD.

Computed properties:
**Energy above the lowest of the compared OMol25 structures with the same formula, charge and spin**: 696.8 kJ/mol
**SMILES string**: CC1(C)CCCC(C)(C)N1O.CC1(C)CCCC(C)(C)N1O.CC1(C)CCCC(C)(C)N1O.CC1(C)CCCC(C)(C)N1O.CC1(C)CCCC(C)(C)N1O.CC1(C)CCCC(C)(C)N1O.O.O.O
**LUMO energy**: 0.194 eV

Structure (ORCA input):
```
! wB97M-V def2-TZVPD RIJCOSX def2/J DEFGRID3
* xyz 0 1
H -12.77682 1.98838 3.56607
N -0.16859 3.59111 -9.96984
H 1.14664 -3.56538 -1.28745
H -7.66848 -4.14641 -0.68912
H 5.70424 3.52276 3.61416
H 2.16252 -0.25682 0.59200
O 11.02625 -5.60650 0.68142
C -1.41597 5.47340 -11.78457
H -1.88761 -2.32072 -0.91360
H -7.83619 1.65360 5.48438
C 10.98711 -4.32060 -1.73018
C 8.63788 -2.00216 0.53897
H 8.20257 -5.24500 3.45212
H 3.39928 -0.44927 -7.88998
O -9.60524 2.35670 2.49594
H 1.03237 -2.45993 1.55660
C 9.41127 -2.48182 -0.72653
O -3.25231 -4.29261 5.10836
C 8.65244 -5.45638 2.48205
H 7.82160 -2.70764 2.40961
C -1.05365 -0.01947 -1.80269
H -2.35671 1.73286 -10.12016
H 2.58819 -2.79391 -0.50798
H -6.28728 -4.43428 -1.23804
H -3.83795 -8.37507 5.93414
N -3.66825 -5.35674 5.84754
H 2.12238 2.76083 -10.60149
H 1.90609 -2.43118 -2.18787
H 2.15478 5.21165 -9.77756
H -3.79373 -7.96074 3.67866
H 2.39285 7.15151 1.13424
C -10.04016 -0.28257 5.82448
H -9.24115 3.44087 5.43299
C 4.05313 6.09489 1.97903
C 0.66835 4.30943 -11.02328
O -7.01252 -3.81278 -1.30120
H 7.85719 -5.72887 1.78820
H -6.30022 -6.56889 3.89931
H -12.47783 3.03380 4.94470
H 2.04555 5.41808 1.74071
H -9.08601 3.07872 2.85745
C -3.61153 -6.90091 3.85661
H -11.87203 0.60389 6.34092
C -10.12818 2.86126 5.68861
N -0.39440 -1.34585 -1.48966
H 11.92962 -4.86409 -1.66405
H 9.56410 -3.29633 3.86521
H -2.34302 -0.74635 -3.38725
H -0.71795 -0.19343 -3.93461
H 4.33085 7.80559 3.30864
N 4.64243 5.75008 0.60245
H -10.42882 -1.19093 6.28484
H -2.95403 -0.76858 -1.00040
H -5.15256 -8.36010 7.91413
H 2.00065 6.11895 -11.25978
H -2.68206 3.67091 -11.64926
H -1.10200 4.88680 -7.81524
H -7.72332 0.76877 1.74738
H -11.75043 3.42215 3.41638
C 11.75965 -2.77419 -0.01890
H 0.38689 5.46342 -12.78455
C -2.28015 4.45501 -11.00759
H -6.34873 -5.81248 5.38946
C 0.89284 1.05103 -0.36422
H -11.79684 -0.06906 4.72538
H 4.96818 3.61521 -1.12418
H -9.85239 -1.27325 4.10065
C 10.20342 -3.54257 3.01743
C -4.00601 -5.07985 7.23560
H 0.91150 6.32940 -9.97060
H 4.36864 5.47893 4.05669
H -3.55934 2.79356 -9.32704
H -2.30495 -4.42738 5.03126
H -5.49329 -8.19919 5.34028
H -0.50072 -2.68364 0.75154
H -1.09234 6.36983 -11.25563
H 0.44495 3.92141 -8.25388
C 0.82787 -1.60372 -0.52320
C -5.73225 -5.85128 4.49138
H -10.86579 3.54392 6.11048
H -2.41904 -3.54277 7.39829
H -0.05812 -1.21171 1.43389
H 11.74944 -2.40115 1.00522
C 1.66803 -0.30154 -0.37834
C -2.49692 2.59420 -9.46708
C 4.29922 4.99762 3.08118
C -8.64193 0.48697 3.75864
H 7.67075 -1.57419 0.27520
C 8.32866 -3.13914 1.54658
H 11.13731 -3.58193 -2.51751
H 2.50254 3.66154 -12.02328
H 4.70612 8.32544 1.76691
H -3.32824 -6.79779 8.54806
H 12.50908 -3.56552 -0.00435
H 1.14028 -2.41469 -5.61184
O 4.35538 6.67399 -0.43680
H 9.38840 -6.22458 2.71935
H 10.49465 -2.52184 2.76972
H -1.94286 0.94940 -3.40257
H -9.38504 0.19576 6.55257
N 10.21489 -4.48663 0.58308
H 1.14059 2.39570 -11.87597
C -1.52789 -0.04203 -3.22105
H 0.37717 -2.87891 -4.38953
N -9.77041 1.47767 3.61090
H -7.21248 1.99325 4.05466
H 5.15211 7.19893 -0.33069
C -5.12756 -7.43497 7.33828
O 0.77316 -3.19729 -5.20073
H -1.85928 5.88031 -9.05629
C 2.55717 6.37085 1.87699
H -2.86711 4.70236 -8.27927
H -2.52544 -6.92600 3.94525
H -7.16450 -0.58249 2.58832
H -5.56898 -5.00345 3.82609
H 6.53294 4.96383 3.21404
C 0.35711 -2.01524 0.82559
C -4.67199 -7.68039 5.83467
H -0.43644 3.92250 -12.87433
H 2.47258 -0.17257 -1.10234
C 0.04686 1.10110 -1.51424
C 1.43464 5.54888 -10.52306
H -2.57498 -4.27795 8.96247
C -1.61306 3.82727 -9.72075
C -10.69440 1.87243 4.64950
C 10.58348 -3.50496 -0.47567
H 3.47007 4.32186 3.29084
C -4.22196 -6.38090 8.08377
H -8.88342 -0.51415 1.85845
C -12.01465 2.58694 4.06499
O 2.53366 -0.73718 -7.60009
C -7.55610 1.10515 4.58502
C -8.08123 -0.02120 2.40763
H 11.08157 -4.10830 3.32871
H -5.17618 -3.26397 6.62910
H 11.98518 -2.00841 -0.76108
H 6.66004 3.47760 -1.00249
H 10.39367 -6.25526 0.36431
C -11.28755 0.59802 5.42089
C 9.39325 -4.22437 1.83975
C 5.86128 4.21804 -0.95964
H 7.48085 -3.71882 1.18153
O 0.54090 3.17303 -8.84746
H 0.33677 1.18957 0.56298
C 1.71061 -2.64483 -1.13704
C -2.32984 0.10788 -0.82638
H -5.14090 -3.68019 8.35851
C -5.14001 -4.08413 7.34611
H 5.80365 7.18622 2.67527
H -1.91879 5.75977 -12.70830
C -4.43433 -6.35143 5.01949
H 5.21777 3.10410 1.24140
H 8.70931 -2.98023 -1.39507
H 10.27558 -5.12572 -1.91359
H 1.93589 -0.06293 -7.92302
H -2.01869 0.01008 0.21369
H -2.07017 -5.31535 7.79104
H 9.94490 -1.66443 -1.21150
H -6.19677 -7.23366 7.40414
H 7.10143 6.64203 -0.25761
C 4.78145 7.43329 2.38862
H -6.09123 -4.57664 7.14436
H -4.83262 -6.17013 8.96171
C 1.66386 3.25555 -11.45770
H 5.97150 4.87422 -1.82300
H -6.65097 0.51680 4.73561
H 8.00038 5.25978 0.48406
H 2.13594 6.77038 2.79949
H -8.33423 -1.27478 4.92074
C 5.71161 4.32933 2.88103
H 1.53283 1.93117 -0.30207
H 0.67406 1.17882 -2.40233
C -1.84543 4.88491 -8.61235
H -3.14553 5.05499 -10.72605
H -2.89978 1.03172 -0.72747
C 5.98250 3.82548 1.52934
C 5.89316 5.00067 0.46474
H 9.19658 -1.16215 0.95167
H -9.72776 2.29842 6.53180
H -0.51096 2.03537 -1.45047
C -9.15226 -0.61971 4.62104
H -3.77160 -6.25264 2.99510
H 6.97986 3.41023 1.67399
O -1.28566 -2.37342 -1.65958
C 7.16107 5.94843 0.58112
C -0.18915 4.74425 -12.20225
C -2.73444 -4.45796 7.89933
H -2.30013 2.13548 -8.49809
H 7.37078 6.53331 1.47668
*
```


| no. | E (a.u.) |
| --- | --- |
| 1 | -5918.73411 |
| 2 | -2061.77686 |
| 3 | -401.01057 |
| 4 | -3134.61294 |